[1]
{
  "formula": "C4H8N2O2",
  "method": "wB97M-V/def2-TZVPD",
  "e_above_lowest_ev": 3.272,
  "homo_lumo_gap_ev": [6.0, 8.1],
  "energy_ha": -416.94238,
  "max_force_ev_per_a": 2.7,
  "spin_multiplicity": 3,
  "e_homo_ev": [-5.11, -9.99],
  "species": ["O", "O", "N", "N", "C", "C", "C", "C", "H", "H", "H", "H", "H", "H", "H", "H"],
  "coordinates": [[-1.1506, -1.7260, 0.8370], [-2.6173, 0.6481, -0.6889], [-0.5872, -1.2599, -0.3682], [0.6779, -0.7980, 0.0696], [1.4668, -0.3835, -1.0811], [-0.5123, 1.2489, 0.3597], [-1.4928, 0.3927, -0.3256], [0.5402, 0.3632, 0.9444], [1.4779, 0.8757, 1.0039], [2.4169, 0.0145, -0.7994], [-0.1253, 1.8347, -0.3950], [-0.9054, 1.8308, 1.1540], [1.7354, -1.2160, -1.7205], [0.8864, 0.3338, -1.6475], [-2.0177, -2.1269, 0.7662], [0.2072, -0.0320, 1.8914]],
  "atomic_forces_ev_per_a": [[1.5, -0.4, 0.7], [-1.2, -1.1, -0.5], [0.1, 0.6, 2.1], [-0.7, -0.4, -1.3], [-0.4, -0.9, -1.0], [0.0, -2.0, 0.6], [0.4, 1.3, -0.5], [-0.5, -1.0, 0.8], [0.6, 0.0, 0.4], [0.4, 0.5, 0.6], [1.1, 2.1, -1.4], [-0.8, 0.8, 0.6], [-0.4, -0.3, -0.1], [0.1, 0.3, -0.4], [-0.4, 0.1, -1.2], [0.2, 0.3, 0.5]],
  "nbo_charge": [-0.553, -0.491, 0.116, -0.224, -0.440, -0.503, 0.343, -0.232, 0.211, 0.213, 0.204, 0.223, 0.219, 0.200, 0.495, 0.221]
}

=====

[2]
{
  "formula": "C4H8N2O2S",
  "method": "wB97M-V/def2-TZVPD",
  "e_above_lowest_ev": 3.898,
  "homo_lumo_gap_ev": 8.3,
  "energy_ha": -815.26377,
  "max_force_ev_per_a": 5.3,
  "e_homo_ev": -8.54,
  "species": ["S", "O", "O", "N", "N", "C", "C", "C", "C", "H", "H", "H", "H", "H", "H", "H", "H"],
  "coordinates": [[-2.3726, -1.1408, -0.1911], [-1.6086, 0.8247, -1.5081], [1.6439, -1.8025, -0.1043], [-1.1582, -1.8252, -0.4822], [0.6226, 0.3281, -1.7288], [-2.2005, -0.0289, 1.2948], [-1.2889, 0.9339, 1.3397], [-0.4754, 0.7598, -1.0741], [-0.0967, 0.9904, 0.3965], [-2.9959, -0.2607, 1.8749], [1.5407, 0.5882, -1.3969], [0.3988, 1.8240, 0.6882], [0.4861, 0.0352, -2.7108], [0.6566, 0.2156, 0.7555], [0.8956, -1.2636, -0.2738], [1.3101, -2.6526, -0.3394], [-1.2249, 1.5843, 2.0673]],
  "atomic_forces_ev_per_a": [[-2.6, 1.3, 1.7], [0.5, 0.3, -0.4], [1.9, 0.0, 0.6], [2.6, -2.1, -0.9], [-0.8, 0.1, -2.0], [1.8, 0.3, -3.2], [0.2, -4.1, -3.4], [1.3, 0.6, 1.1], [-1.7, -3.1, 0.8], [-2.3, 0.1, 2.4], [-0.1, -0.4, -0.1], [1.5, 3.2, -0.2], [0.4, 0.4, 0.9], [-1.1, 0.5, -0.6], [-1.2, 0.5, -0.3], [-0.3, -1.0, -0.1], [0.0, 3.2, 3.9]],
  "nbo_charge": [1.023, -0.628, -0.962, -0.881, -0.805, -0.433, -0.106, 0.705, -0.583, 0.204, 0.414, 0.238, 0.414, 0.257, 0.479, 0.474, 0.191]
}

=====

[3]
{
  "formula": "C4H8N2O2S",
  "method": "wB97M-V/def2-TZVPD",
  "e_above_lowest_ev": 6.545,
  "homo_lumo_gap_ev": 8.5,
  "energy_ha": -815.16650,
  "max_force_ev_per_a": 5.4,
  "e_homo_ev": -9.10,
  "species": ["S", "O", "O", "N", "N", "C", "C", "C", "C", "H", "H", "H", "H", "H", "H", "H", "H"],
  "coordinates": [[-1.2036, -1.9094, 0.0641], [-2.1546, 1.7304, -0.0982], [-3.2537, -0.0941, 0.2975], [-2.2717, 0.5164, -0.0683], [0.2941, 0.4318, 0.5948], [1.2531, -0.5930, 0.4490], [0.5727, -1.9319, -0.1104], [0.6976, 1.7050, 0.1004], [-1.1492, -0.2073, -0.5523], [1.2525, 2.2223, 0.8770], [0.9302, -2.9100, 0.4710], [2.2197, -0.2623, -0.1327], [1.3967, 1.7034, -0.7685], [-0.3112, 2.3515, 0.0341], [1.5993, -0.8060, 1.3740], [0.6571, -1.9888, -1.1637], [-0.5289, 0.0421, -1.3678]],
  "atomic_forces_ev_per_a": [[0.0, 1.5, -0.4], [-0.8, 0.0, 0.1], [0.2, 0.1, 0.2], [-0.7, 1.3, -1.0], [-2.9, -0.4, -1.5], [0.5, -0.7, -3.2], [1.1, -1.3, 2.2], [-1.7, 2.1, 0.1], [2.8, -1.8, 4.3], [0.2, 0.0, 0.4], [-0.5, 2.2, -1.6], [-1.8, -0.7, 0.3], [-0.8, -0.1, 0.0], [2.7, -1.3, -0.5], [1.2, -0.9, 3.1], [1.1, -0.4, -1.0], [-0.6, 0.5, -1.5]],
  "nbo_charge": [0.312, -0.373, -0.347, 0.490, -0.358, -0.250, -0.563, -0.485, -0.150, 0.217, 0.248, 0.170, 0.168, 0.261, 0.204, 0.214, 0.242]
}

=====

[4]
{
  "formula": "C4H8N2O2S2",
  "method": "wB97M-V/def2-TZVPD",
  "e_above_lowest_ev": 4.607,
  "homo_lumo_gap_ev": 9.0,
  "energy_ha": -1213.45471,
  "max_force_ev_per_a": 5.2,
  "e_homo_ev": -8.64,
  "species": ["S", "S", "O", "O", "N", "N", "C", "C", "C", "C", "H", "H", "H", "H", "H", "H", "H", "H"],
  "coordinates": [[1.0410, 1.9079, -0.3603], [1.4235, -1.0622, 0.0748], [0.5980, -1.9654, 0.8306], [2.8525, -1.1373, 0.1758], [-1.7765, -0.2202, 1.3677], [-0.4222, 2.6581, -0.3088], [-1.4511, 2.0426, 0.1550], [0.7379, 0.4953, 0.6235], [-1.2543, 0.5425, 0.4013], [1.1043, -1.1607, -1.7106], [-1.5447, -1.1994, 1.3611], [2.0069, -1.5487, -2.1058], [-1.3333, 0.0611, 2.2578], [0.7838, -0.2439, -2.0452], [-2.4557, 2.2297, 0.1856], [-1.5297, 0.0801, -0.6604], [0.4211, -2.0169, -1.8961], [0.7982, 0.5374, 1.6539]],
  "atomic_forces_ev_per_a": [[1.4, 0.5, 0.2], [-0.8, 0.8, -0.5], [-0.1, -1.0, 0.1], [0.2, 0.2, 0.4], [-0.5, 0.0, 3.6], [-2.9, 0.7, 0.4], [4.5, -2.7, 0.1], [-2.8, -0.3, -3.7], [3.2, -0.8, -3.9], [-0.5, -3.2, 1.9], [0.0, -0.4, -0.9], [1.2, 0.4, -0.5], [-0.9, 0.1, -0.2], [-0.6, 1.9, -1.1], [-2.3, 1.9, -0.2], [0.9, 0.7, 1.9], [-0.2, 0.9, 0.3], [0.6, 0.3, 2.2]],
  "nbo_charge": [0.501, 2.165, -0.977, -0.930, -0.803, -0.535, 0.028, -0.779, 0.044, -0.868, 0.409, 0.257, 0.359, 0.243, 0.208, 0.206, 0.248, 0.223]
}

=====

[5]
{
  "formula": "C4H8N2O3S2",
  "method": "wB97M-V/def2-TZVPD",
  "e_above_lowest_ev": 2.651,
  "homo_lumo_gap_ev": 7.5,
  "energy_ha": -1288.65316,
  "max_force_ev_per_a": 4.1,
  "e_homo_ev": -7.74,
  "species": ["S", "S", "O", "O", "O", "N", "N", "C", "C", "C", "C", "H", "H", "H", "H", "H", "H", "H", "H"],
  "coordinates": [[1.7142, -2.7528, 0.2626], [0.2991, 0.4122, 1.3249], [0.2070, -0.8658, 1.9408], [1.5531, 1.0797, 1.5287], [-0.6231, 1.1743, -1.0233], [2.7523, -1.6038, 0.1584], [-0.2696, -1.0742, -0.7996], [0.2133, -2.2707, -0.3544], [-0.2508, 0.1010, -0.3559], [-1.0494, 0.9586, -2.3267], [-0.8977, 1.6645, 1.9115], [-1.8565, 1.1962, 1.4495], [-2.0732, 0.5494, -2.4681], [3.7882, -1.9539, 0.1428], [-1.0006, 1.5989, 2.9516], [-0.8951, 1.8760, -2.7907], [-0.4740, -3.0445, -0.4899], [-0.2848, 0.2231, -2.7247], [-0.8524, 2.7316, 1.6624]],
  "atomic_forces_ev_per_a": [[-1.2, 0.2, -1.6], [1.5, 2.8, 1.9], [-1.3, -0.5, 0.6], [0.3, 0.2, -1.1], [-0.5, 0.5, 1.8], [2.0, -0.2, 0.0], [0.2, 0.2, -0.6], [2.0, 0.8, 0.8], [0.8, -1.1, 0.2], [1.1, -2.6, -1.4], [-2.6, -2.0, -2.4], [1.1, 1.2, 0.9], [0.6, 0.3, 0.5], [-2.8, 0.4, 0.3], [0.2, -0.5, 1.6], [-0.2, 1.6, -1.1], [-0.8, -1.4, 0.3], [-1.2, 0.7, -0.2], [0.7, -0.6, -0.6]],
  "nbo_charge": [0.921, 2.122, -0.928, -0.910, -0.471, -1.069, -0.483, -0.306, 0.312, -0.264, -0.859, 0.218, 0.195, 0.388, 0.248, 0.199, 0.220, 0.203, 0.262]
}

=====

[6]
{
  "formula": "C4H8N2O6",
  "method": "wB97M-V/def2-TZVPD",
  "e_above_lowest_ev": 5.773,
  "homo_lumo_gap_ev": [9.9, 6.0],
  "energy_ha": -717.75499,
  "max_force_ev_per_a": 6.0,
  "e_homo_ev": [-10.28, -8.52],
  "species": ["O", "O", "O", "O", "O", "O", "N", "N", "C", "C", "C", "C", "H", "H", "H", "H", "H", "H", "H", "H"],
  "coordinates": [[1.8528, 2.3239, -0.1784], [1.2372, 4.4708, -0.4954], [-1.1011, -1.9061, -1.2366], [-2.7760, -5.7288, 2.1518], [3.2533, 3.8068, -1.1601], [-2.2934, -7.2018, 0.5917], [2.1470, 3.6615, -0.6656], [-2.6566, -6.1084, 0.9927], [0.1883, 0.0709, -0.6805], [-0.2668, -1.3582, -0.4440], [0.4992, 2.4307, 0.2526], [0.0661, 0.9895, 0.5436], [-0.1315, 2.8130, -0.5594], [-0.3959, 0.5116, -1.4946], [0.4682, 3.0991, 1.1171], [0.4153, -1.9995, 0.1335], [1.2339, 0.0360, -1.0134], [-1.3849, -1.4726, -0.0931], [-0.9876, 0.9940, 0.8515], [0.6326, 0.5675, 1.3866]],
  "atomic_forces_ev_per_a": [[0.2, 2.3, -0.9], [2.5, -0.7, -0.8], [-2.1, -2.8, -4.9], [0.1, -0.2, -2.8], [-2.3, -0.4, 1.0], [-0.8, 2.5, 0.2], [0.6, 0.6, -0.2], [0.8, -2.2, 2.5], [0.4, 0.2, -0.1], [2.0, 2.3, 2.9], [-1.0, -2.0, 0.5], [0.0, -0.3, 0.4], [0.2, 0.0, 0.3], [0.0, -0.2, 0.0], [-0.3, -0.3, -0.1], [0.1, 0.0, -0.1], [-0.1, 0.1, 0.0], [-0.3, 0.7, 2.1], [0.2, 0.2, 0.0], [-0.1, 0.2, -0.2]],
  "nbo_charge": [-0.346, -0.362, -0.528, -0.258, -0.318, -0.247, 0.703, 0.506, -0.468, 0.018, -0.090, -0.413, 0.198, 0.217, 0.204, 0.155, 0.224, 0.383, 0.213, 0.210]
}